# C59H173N19O32

A 23-piece molecular cluster, C59H173N19O32 overall (wB97M-V/def2-TZVPD, the Open Molecules 2025 dataset).

```
! wB97M-V def2-TZVPD RIJCOSX def2/J DEFGRID3
* xyz 0 1
C 0.83 4.89 7.93
O 1.00 5.80 6.82
C 2.26 6.51 6.84
C 2.27 7.57 5.73
N 1.05 8.44 5.87
C 0.59 9.04 4.61
C -0.58 10.07 4.92
O -1.74 9.47 5.49
C -2.87 10.28 5.31
H 0.56 5.47 8.82
H 1.73 4.32 8.16
H 0.06 4.12 7.85
H 3.11 5.87 6.65
H 2.36 6.92 7.85
H 2.37 7.21 4.71
H 3.11 8.22 5.95
H 0.26 7.90 6.20
H 0.22 8.30 3.90
H 1.37 9.60 4.10
H -0.86 10.55 3.99
H -0.25 10.73 5.73
H -3.60 9.81 5.96
H -3.12 10.17 4.26
H -2.75 11.34 5.54
C -8.28 -0.61 -2.53
O -8.29 -1.45 -3.69
C -9.28 -2.46 -3.77
C -9.23 -3.37 -5.07
N -9.81 -2.72 -6.22
C -8.87 -1.78 -6.83
C -9.45 -1.30 -8.22
O -10.35 -0.20 -8.09
C -10.74 0.46 -9.26
H -7.50 0.14 -2.69
H -7.95 -1.20 -1.67
H -9.18 -0.02 -2.38
H -10.25 -1.96 -3.71
H -9.12 -2.94 -2.81
H -9.66 -4.31 -4.75
H -8.18 -3.58 -5.24
H -10.30 -3.38 -6.81
H -7.92 -2.30 -7.00
H -8.68 -0.94 -6.16
H -9.92 -2.10 -8.79
H -8.62 -0.93 -8.82
H -10.87 -0.29 -10.04
H -9.98 1.09 -9.72
H -11.70 0.99 -9.23
C 7.29 5.27 2.96
O 8.38 5.59 3.83
C 8.07 5.34 5.18
C 9.40 5.27 6.00
N 9.95 6.59 6.39
C 11.04 6.43 7.38
C 11.50 7.84 7.92
O 11.72 8.82 6.91
C 12.45 10.04 7.22
H 6.43 5.88 3.20
H 7.10 4.20 2.87
H 7.63 5.57 1.96
H 7.63 4.34 5.28
H 7.44 6.11 5.64
H 10.15 4.66 5.50
H 9.10 4.78 6.93
H 10.40 6.97 5.57
H 11.96 5.96 7.04
H 10.87 5.75 8.22
H 12.36 7.67 8.55
H 10.85 8.22 8.71
H 12.11 10.42 8.18
H 12.20 10.70 6.38
H 13.53 9.92 7.35
C -13.03 -5.99 1.34
O -11.76 -5.87 2.07
C -11.89 -4.80 3.03
C -10.45 -4.42 3.28
N -9.57 -5.59 3.61
C -8.20 -5.52 3.19
C -7.96 -5.96 1.69
O -8.32 -7.37 1.66
C -8.29 -7.90 0.35
H -13.50 -5.02 1.17
H -13.79 -6.60 1.82
H -12.90 -6.35 0.31
H -12.41 -5.15 3.92
H -12.47 -3.93 2.69
H -10.46 -3.66 4.06
H -10.10 -4.00 2.34
H -10.02 -6.30 3.06
H -7.76 -6.31 3.80
H -7.72 -4.56 3.38
H -6.91 -5.82 1.45
H -8.56 -5.27 1.09
H -8.54 -8.96 0.37
H -7.35 -7.79 -0.18
H -8.97 -7.44 -0.36
C 9.38 3.57 -8.26
O 8.11 2.99 -7.93
C 7.13 4.02 -7.50
C 5.89 3.45 -6.81
N 5.89 3.20 -5.34
C 6.71 1.99 -4.93
C 6.79 1.70 -3.47
O 5.60 0.99 -3.11
C 5.53 0.69 -1.74
H 10.13 2.81 -8.51
H 9.72 4.02 -7.32
H 9.33 4.30 -9.06
H 6.89 4.56 -8.41
H 7.57 4.70 -6.76
H 5.64 2.57 -7.41
H 5.10 4.13 -7.14
H 4.92 3.05 -5.10
H 7.72 2.19 -5.30
H 6.44 1.08 -5.47
H 6.95 2.65 -2.94
H 7.68 1.13 -3.22
H 5.40 1.65 -1.24
H 6.44 0.21 -1.37
H 4.70 0.02 -1.55
C 2.08 1.25 3.68
O 1.37 1.18 2.38
C 0.62 -0.01 2.17
C -0.32 0.07 0.90
N -1.28 -0.96 0.92
C -2.12 -1.19 -0.28
C -3.23 -2.15 0.07
O -3.00 -3.53 0.05
C -2.88 -4.20 -1.21
H 2.40 0.32 4.15
H 1.35 1.65 4.38
H 2.80 2.07 3.60
H 0.13 -0.18 3.13
H 1.27 -0.86 1.97
H 0.30 -0.03 0.01
H -0.87 1.01 0.80
H -0.88 -1.85 1.19
H -1.45 -1.41 -1.11
H -2.68 -0.27 -0.44
H -4.14 -1.97 -0.50
H -3.64 -1.90 1.05
H -1.83 -4.18 -1.50
H -3.71 -4.05 -1.89
H -3.06 -5.26 -1.02
C -1.20 8.94 -1.40
O -2.45 8.37 -0.87
C -3.16 7.76 -1.90
C -4.39 6.92 -1.50
N -4.04 5.56 -0.94
C -3.15 5.54 0.23
C -3.65 6.47 1.43
O -4.35 5.84 2.51
C -5.21 4.76 2.30
H -0.62 8.27 -2.03
H -0.61 9.30 -0.56
H -1.48 9.84 -1.95
H -2.64 7.10 -2.60
H -3.55 8.53 -2.57
H -4.97 6.67 -2.38
H -5.07 7.49 -0.86
H -4.95 5.35 -0.56
H -2.19 5.95 -0.07
H -3.03 4.52 0.61
H -4.27 7.29 1.06
H -2.66 6.75 1.80
H -4.63 3.87 2.04
H -5.98 5.04 1.58
H -5.82 4.63 3.19
C 10.34 -7.26 4.41
O 9.76 -6.09 4.98
C 10.52 -5.44 5.94
C 9.85 -4.11 6.49
N 9.77 -3.06 5.43
C 8.82 -2.04 5.72
C 7.49 -2.18 4.90
O 7.63 -2.68 3.57
C 6.66 -3.56 3.14
H 9.69 -7.74 3.68
H 10.53 -8.02 5.16
H 11.33 -7.19 3.97
H 11.54 -5.10 5.76
H 10.60 -6.15 6.76
H 10.46 -3.66 7.27
H 8.88 -4.36 6.91
H 9.27 -3.60 4.74
H 9.24 -1.05 5.56
H 8.57 -2.14 6.77
H 7.08 -1.17 4.88
H 6.74 -2.78 5.41
H 5.64 -3.21 3.30
H 6.72 -4.54 3.63
H 6.69 -3.75 2.07
C 0.99 1.63 -8.24
O 1.10 0.23 -8.13
C 0.88 -0.26 -6.81
C 0.71 -1.74 -6.86
N 0.28 -2.42 -5.66
C 1.21 -2.33 -4.55
C 2.42 -3.28 -4.81
O 2.15 -4.68 -5.04
C 3.32 -5.41 -5.38
H 1.80 2.06 -7.65
H 0.07 2.01 -7.80
H 0.89 1.96 -9.27
H 0.08 0.25 -6.28
H 1.75 -0.06 -6.19
H 1.60 -2.23 -7.27
H -0.09 -1.94 -7.57
H 0.27 -3.42 -5.80
H 0.80 -2.65 -3.59
H 1.51 -1.29 -4.40
H 3.10 -3.15 -3.97
H 3.02 -2.84 -5.60
H 4.07 -4.85 -5.93
H 3.10 -6.30 -5.97
H 3.76 -5.69 -4.42
C 2.58 4.83 -1.16
O 2.44 5.04 -2.33
N 2.19 3.77 -0.54
N 3.07 5.65 -0.33
H 1.66 3.20 -1.19
H 2.17 3.53 0.44
H 3.49 6.43 -0.81
H 3.38 5.43 0.61
C -0.77 -10.34 -1.16
O -0.15 -9.72 -2.02
N -2.07 -10.51 -1.28
N -0.29 -10.92 -0.15
H -2.50 -9.94 -1.99
H -2.48 -11.16 -0.63
H 0.70 -10.84 0.06
H -0.78 -11.35 0.63
C -6.21 -8.41 -6.47
O -6.31 -7.89 -5.37
N -5.83 -7.83 -7.60
N -6.43 -9.64 -6.85
H -5.78 -6.82 -7.57
H -5.67 -8.39 -8.43
H -6.52 -10.21 -6.02
H -6.28 -9.91 -7.81
C -3.91 -1.57 5.30
O -3.91 -2.68 4.90
N -3.37 -0.60 4.65
N -4.35 -1.20 6.50
H -3.30 0.26 5.18
H -2.99 -0.64 3.71
H -4.41 -0.22 6.74
H -4.67 -1.91 7.14
C -0.97 -7.20 -7.20
O 0.04 -7.85 -7.46
N -1.64 -7.27 -6.16
N -1.65 -6.38 -7.95
H -1.36 -7.91 -5.43
H -2.47 -6.73 -5.98
H -2.52 -5.93 -7.71
H -1.40 -6.38 -8.93
O -4.20 -3.50 -6.47
H -3.47 -3.04 -6.89
H -4.39 -2.99 -5.68
O -1.61 -4.60 2.63
H -2.13 -4.67 1.83
H -2.22 -4.25 3.28
O 1.83 -5.52 2.06
H 1.73 -5.80 1.15
H 0.93 -5.37 2.36
O 1.55 -6.43 -1.41
H 1.83 -6.16 -2.28
H 1.32 -7.35 -1.51
O 5.04 1.70 8.45
H 5.03 2.30 9.20
H 5.15 0.83 8.84
O -2.01 4.01 5.49
H -1.08 4.22 5.38
H -2.47 4.72 5.03
O -0.65 1.82 -2.88
H -0.80 1.07 -3.46
H -1.49 2.28 -2.87
O 1.29 -3.55 5.50
H 0.72 -2.94 5.03
H 1.77 -4.01 4.81
O -5.04 -0.46 -4.58
H -4.78 0.46 -4.65
H -5.89 -0.43 -4.13
*
```

- electronic energy (eV) = -157802.9005
- gap between HOMO and LUMO (Ha) = 0.3050

---

# C44H46N3O3PPbS

C44H46N3O3PPbS as an isolated structure (wB97M-V/def2-TZVPD, the Open Molecules 2025 dataset).

```
! wB97M-V def2-TZVPD RIJCOSX def2/J DEFGRID3
* xyz 0 1
Pb -0.27 0.02 0.08
C -1.04 -3.31 0.05
N -0.93 -2.27 1.08
C 0.16 -2.62 2.01
C -2.15 -2.08 1.87
C -2.95 -3.16 2.21
C -4.03 -3.00 3.07
C -4.27 -1.75 3.61
C -3.49 -0.66 3.27
C -2.42 -0.78 2.36
N -1.58 0.22 1.97
C -1.72 1.57 2.21
C -2.92 2.28 2.35
C -2.93 3.66 2.49
C -1.75 4.38 2.47
C -0.54 3.71 2.29
C -0.52 2.33 2.16
N 0.70 1.59 1.92
C 1.14 0.85 3.11
C 1.81 2.39 1.39
H -1.10 -4.31 0.49
H -1.93 -3.14 -0.55
H -0.16 -3.27 -0.59
H -0.06 -3.57 2.50
H 1.10 -2.71 1.47
H 0.25 -1.84 2.77
H -2.73 -4.14 1.82
H -4.65 -3.85 3.33
H -5.08 -1.61 4.31
H -3.68 0.29 3.74
H -3.85 1.74 2.31
H -3.87 4.17 2.60
H -1.75 5.46 2.57
H 0.38 4.27 2.26
H 1.53 1.55 3.86
H 0.30 0.31 3.53
H 1.92 0.15 2.82
H 2.22 3.06 2.15
H 2.59 1.70 1.07
H 1.48 2.98 0.54
O 2.75 -2.92 -0.05
S 2.39 -1.67 -0.67
O 1.25 -1.75 -1.58
O 2.17 -0.58 0.32
C 3.79 -1.16 -1.64
C 4.88 -2.02 -1.68
C 5.98 -1.70 -2.46
C 5.98 -0.53 -3.21
C 4.89 0.32 -3.16
C 3.78 0.03 -2.36
P 2.34 1.18 -2.36
C 3.13 2.78 -1.95
C 2.33 3.93 -2.09
C 2.80 5.17 -1.70
C 4.06 5.29 -1.13
C 4.85 4.16 -0.97
C 4.39 2.92 -1.38
C 2.11 1.28 -4.18
C 2.36 2.39 -4.97
C 2.06 2.37 -6.33
C 1.51 1.24 -6.90
C 1.26 0.12 -6.12
C 1.55 0.14 -4.77
H 4.84 -2.93 -1.10
H 6.83 -2.37 -2.49
H 6.83 -0.28 -3.83
H 4.89 1.23 -3.75
H 1.34 3.84 -2.51
H 2.17 6.04 -1.83
H 4.42 6.26 -0.81
H 5.83 4.25 -0.51
H 5.02 2.05 -1.24
H 2.81 3.28 -4.54
H 2.27 3.25 -6.93
H 1.28 1.23 -7.96
H 0.83 -0.77 -6.56
H 1.34 -0.73 -4.15
C -2.28 0.03 -3.66
C -2.22 1.25 -2.79
C -1.33 2.35 -3.29
C -2.91 1.43 -1.65
C -3.89 0.54 -1.00
C -4.94 1.12 -0.29
C -5.89 0.33 0.34
C -5.80 -1.05 0.28
C -4.75 -1.64 -0.40
C -3.80 -0.85 -1.03
H -2.16 0.32 -4.70
H -3.21 -0.52 -3.55
H -1.45 -0.64 -3.42
H -0.40 1.95 -3.69
H -1.09 3.07 -2.51
H -1.82 2.88 -4.11
H -2.77 2.39 -1.15
H -5.00 2.20 -0.23
H -6.70 0.80 0.88
H -6.54 -1.67 0.78
H -4.65 -2.72 -0.42
H -2.97 -1.32 -1.54
*
```

- electronic energy (eV) = -82360.6418
- gap between HOMO and LUMO (Ha) = 0.2727

---

# C3H13N2OS

A 2-piece molecular cluster, C3H13N2OS overall (wB97M-V/def2-TZVPD, the Open Molecules 2025 dataset).

```
! wB97M-V def2-TZVPD RIJCOSX def2/J DEFGRID3
* xyz 2 2
N 0.85 -0.23 -0.62
C -0.59 -0.63 -0.21
C -0.63 -2.08 0.37
S 1.01 -2.85 0.53
C -0.96 0.31 1.06
N -1.03 1.67 0.61
H 0.78 0.86 -0.69
H 1.58 -0.56 0.03
H 1.11 -0.62 -1.55
H -1.17 -0.18 -1.01
H -1.24 -2.09 1.32
H -1.17 -2.79 -0.26
H 1.24 -2.85 1.90
H -0.09 0.20 1.77
H -1.93 0.00 1.44
H -0.17 2.15 0.45
H -1.89 2.12 0.91
H 1.57 3.01 -1.36
H 1.37 2.33 -2.82
O 1.36 2.21 -1.87
*
```

- energy above the lowest of the compared OMol25 structures with the same formula, charge and spin (kJ/mol) = 111.00
- electronic energy (eV) = -19164.8485
- gap between HOMO and LUMO (spin up / spin down) (Ha) = 0.3903 / 0.1636

---

# C9H9BrOS

C9H9BrOS as an isolated structure (wB97M-V/def2-TZVPD, the Open Molecules 2025 dataset).

```
! wB97M-V def2-TZVPD RIJCOSX def2/J DEFGRID3
* xyz 0 1
C -2.58 -0.35 -1.72
C -1.93 0.92 -1.44
C -2.15 -1.49 -0.96
C -0.94 1.02 -0.48
C -1.27 -1.32 0.01
C -0.61 -0.08 0.27
C 0.15 -0.17 1.57
C 3.09 -0.05 -0.19
C 1.18 0.87 1.66
O 0.01 -1.05 2.40
S 2.72 -0.09 1.58
Br 1.30 1.86 3.40
H -3.45 -0.53 -2.47
H -2.05 1.68 -2.23
H -2.64 -2.42 -1.11
H -0.66 1.95 0.00
H -0.99 -2.15 0.64
H 4.15 -0.02 -0.36
H 2.72 0.81 -0.66
H 2.55 -0.85 -0.74
H 1.38 1.46 0.79
*
```

- energy above the lowest of the compared OMol25 structures with the same formula, charge and spin (kJ/mol) = 0.00
- electronic energy (eV) = -92402.4418
- gap between HOMO and LUMO (Ha) = 0.3088